This record from the Open Molecules 2025 dataset describes 5 unconnected molecules or ions with the total composition C3H14NO4 in a non-equilibrium geometry. The level of theory is ωB97M-V/def2-TZVPD.

Structure (XYZ):
```
22
Properties=species:S:1:pos:R:3:forces:R:3
C -0.77980 -1.71602 -0.87770 -1.90 -5.04 3.64
C -1.38098 -2.51066 0.10715 1.14 1.78 -1.54
C -1.27648 0.43986 -0.50047 -2.44 1.09 1.09
N -0.40367 -0.41104 -0.81143 1.85 3.31 0.64
H -0.58913 -2.23204 -1.74340 0.56 -0.63 -2.34
H -1.46521 -2.18169 1.15897 -0.18 -0.05 -0.74
H -1.77457 -3.53510 -0.15121 0.78 1.35 0.20
H -1.15993 1.49781 -0.44973 1.00 0.40 -0.33
H -2.32481 0.21340 -0.21543 0.87 -0.75 -0.51
H 0.58407 0.03816 -1.00691 -1.79 -1.89 0.19
H 2.92104 -0.34063 0.19681 -0.09 0.19 0.28
H 2.16944 1.10867 0.08858 2.22 -2.59 -0.98
O 2.78299 0.39783 -0.40499 -2.47 2.36 0.75
H 0.87074 0.59894 -3.28667 -2.08 -0.04 -0.36
H -0.50555 0.05066 -4.00173 1.33 1.63 2.03
O -0.13845 0.60700 -3.21144 0.98 -1.44 -2.13
H 0.25403 2.26274 0.90842 0.16 0.00 0.09
H 0.53370 1.62707 2.22779 -0.13 -0.02 2.11
O 0.47866 1.41717 1.32050 0.13 0.41 -2.70
H 0.62055 0.28200 3.82351 4.25 -2.02 1.29
H -0.34484 1.36621 4.38149 0.47 -0.61 0.07
O -0.16573 0.68325 3.71787 -4.66 2.56 -0.74
```
Positions in Å, forces in eV/Å.

Relative energy (zero: lowest compared OMol25 entry of this formula, charge and spin) in kcal/mol: 83.8
Spin multiplicity: 1
Total charge: +1
HOMO energy in eV: -14.2

These are the Löwdin partial charges, in e, on atoms 1 to 4:
1 C -0.16
2 C 0.12
3 C 0.12
4 N 0.02

***

This record from the Open Molecules 2025 dataset describes a molecular structure, C3H14NOPSi2. The level of theory is ωB97M-V/def2-TZVPD.

Structure (XYZ):
```
22
Properties=species:S:1:pos:R:3:forces:R:3
C 0.67991 -3.20458 0.00206 0.03 0.10 -0.04
C 0.58386 -1.71692 0.35609 -0.06 -0.08 0.09
C 1.58195 -0.86507 -0.44932 0.05 -0.30 -0.01
Si 1.40857 0.97625 -0.27890 -0.05 0.21 0.01
O 0.42571 1.35491 1.01357 -0.02 0.04 -0.09
Si -0.74279 2.49989 1.05687 -0.06 0.03 0.02
P -2.33498 1.89694 -0.45884 0.05 0.02 0.16
N -2.53031 0.36012 -0.71938 0.07 0.00 -0.06
H 0.04510 -3.81843 0.64782 0.05 0.10 -0.07
H 1.71099 -3.56060 0.10202 -0.11 0.03 0.02
H 0.37015 -3.37448 -1.03479 0.04 0.02 0.12
H 0.76810 -1.57953 1.42842 -0.01 0.01 -0.15
H -0.44458 -1.37186 0.18522 0.27 -0.10 -0.02
H 2.60804 -1.13113 -0.15871 -0.16 -0.04 -0.06
H 1.48971 -1.11617 -1.51520 0.04 0.06 0.11
H 2.70946 1.64462 -0.05320 0.02 -0.06 -0.01
H 0.78141 1.61127 -1.47001 0.01 -0.07 0.01
H -0.20493 3.83907 0.71811 -0.06 -0.03 0.03
H -1.38859 2.50091 2.38002 0.04 0.01 0.03
H -3.47321 2.60013 0.00090 -0.06 0.03 0.03
H -2.10591 2.68095 -1.60804 0.04 -0.03 -0.09
H -1.93764 -0.22629 -0.14470 -0.12 0.06 -0.01
```
Positions in Å, forces in eV/Å.

Spin multiplicity: 1
Total charge: 0
HOMO energy in eV: -8.9

These are the Löwdin partial charges, in e, on atoms 1 to 4:
1 C -0.12
2 C -0.32
3 C -0.32
4 Si 0.52

***

This record from the Open Molecules 2025 dataset describes 4 unconnected molecules or ions with the total composition C3H14O3 in a non-equilibrium geometry. The level of theory is ωB97M-V/def2-TZVPD.

Structure (XYZ):
```
20
Properties=species:S:1:pos:R:3:forces:R:3
C -1.62644 -1.55295 -1.43905 0.95 -0.02 0.08
C -2.95359 -0.82344 -1.28824 -0.31 0.67 -0.55
C -2.80568 0.69299 -1.36677 2.04 0.64 0.15
H -1.07308 -1.37894 -2.39354 -0.57 0.24 0.63
H -1.65033 -2.64855 -1.33594 -0.45 0.33 0.03
H -0.99920 -1.19018 -0.60520 0.13 -0.19 -0.40
H -3.37028 -1.05557 -0.28785 -0.33 -0.30 -0.90
H -3.58514 -0.94437 -2.17941 -0.49 -1.24 0.77
H -3.63811 1.28666 -0.91288 0.67 -0.49 -0.88
H -1.85889 0.95299 -0.87132 -0.34 0.23 0.77
H -2.44199 0.96814 -2.38641 -1.28 0.12 0.33
H 0.46348 2.85703 2.85398 0.01 -0.28 0.44
H 0.95458 4.16129 2.43190 0.32 0.37 0.28
O 0.98320 3.58823 3.20926 -0.32 -0.11 -0.74
H 3.28332 0.77328 2.68295 -0.01 -0.08 -0.15
H 2.34521 -0.34753 2.24408 0.00 -0.01 0.03
O 3.14236 0.12275 1.98299 0.00 0.06 0.09
H 5.66466 -1.84669 0.24397 -0.29 0.18 0.21
H 4.16008 -1.63722 -0.14171 0.18 0.19 0.37
O 5.00583 -1.97792 -0.44083 0.10 -0.32 -0.55
```
Positions in Å, forces in eV/Å.

Relative energy (zero: lowest compared OMol25 entry of this formula, charge and spin) in kcal/mol: 23.6
Spin multiplicity: 1
SMILES string: CCC.O.O.O
Total charge: 0
HOMO energy in eV: -11.2

These are the Löwdin partial charges, in e, on atoms 1 to 4:
1 C -0.14
2 C -0.34
3 C -0.16
4 H 0.08

***

This record from the Open Molecules 2025 dataset describes 4 unconnected molecules or ions with the total composition C3H14O3S in a non-equilibrium geometry. The level of theory is ωB97M-V/def2-TZVPD.

Structure (XYZ):
```
21
Properties=species:S:1:pos:R:3:forces:R:3
C 0.90470 -1.94189 1.16327 -0.71 1.67 0.49
C 0.48552 -0.48316 0.80285 0.23 -0.55 -0.01
S 0.57656 -0.27713 -1.00296 0.34 0.54 0.13
C 1.01232 1.49687 -1.06471 0.42 -0.44 0.12
H 0.39937 -2.14416 2.10739 0.00 -0.52 -0.07
H 0.58246 -2.60891 0.37378 0.14 -0.37 0.10
H 1.96672 -1.95570 1.36009 0.29 -0.37 -0.35
H -0.50948 -0.25755 1.19081 -0.13 -0.09 -0.31
H 1.14950 0.23823 1.27514 0.19 0.00 -0.07
H 1.89036 1.73311 -0.45954 -0.22 -0.26 0.44
H 0.14158 2.02868 -0.70124 0.12 0.56 -0.26
H 1.36777 1.78426 -2.05405 -0.74 -0.10 -0.23
H 2.83712 -0.86492 -1.22275 -0.13 -0.19 -0.15
H 4.01424 -0.25412 -0.51540 0.16 -0.36 -0.30
O 3.80093 -0.95033 -1.15840 0.07 0.52 0.47
H -3.15878 0.98897 3.29848 -0.19 -0.04 -0.08
H -4.46305 0.59474 2.57451 0.00 -0.08 0.15
O -3.80046 1.28731 2.64306 0.20 0.07 -0.15
H -2.20978 1.22264 -0.76331 -0.12 -0.22 -0.54
H -3.38669 0.79546 -0.00297 -0.45 -0.11 0.09
O -3.06567 0.78979 -0.91083 0.54 0.34 0.53
```
Positions in Å, forces in eV/Å.

Relative energy (zero: lowest compared OMol25 entry of this formula, charge and spin) in kcal/mol: 17.4
Spin multiplicity: 1
SMILES string: CCSC.O.O.O
Total charge: 0
HOMO energy in eV: -9.1

These are the Löwdin partial charges, in e, on atoms 1 to 4:
1 C -0.15
2 C -0.53
3 S 0.81
4 C -0.39

***

This record from the Open Molecules 2025 dataset describes 4 unconnected molecules or ions with the total composition C3H14O3S in a non-equilibrium geometry. The level of theory is ωB97M-V/def2-TZVPD.

Structure (XYZ):
```
21
Properties=species:S:1:pos:R:3:forces:R:3
C 1.25940 -2.22082 1.12596 0.62 -0.57 -0.02
C 1.45881 -1.41103 -0.13722 -0.83 1.10 -0.25
S 0.23505 -0.00916 -0.17873 0.47 -0.34 -0.39
C 0.87708 0.83188 -1.67526 -0.10 -0.16 0.59
H 0.46152 -2.96393 1.07734 -0.11 0.25 -0.22
H 2.17551 -2.77284 1.36448 -0.09 0.06 -0.08
H 1.08173 -1.56937 1.96600 -0.10 0.25 0.32
H 2.43662 -0.93208 -0.21415 0.04 -0.28 0.24
H 1.24971 -1.93684 -1.06362 0.21 -0.41 0.04
H 1.66589 1.52526 -1.38300 -0.23 0.23 -0.14
H 0.03901 1.30647 -2.18152 0.18 0.23 0.12
H 1.32754 0.11593 -2.34727 -0.04 -0.37 -0.18
H 4.60059 -0.72250 2.59433 0.26 0.24 -0.13
H 4.00013 0.60334 1.99259 0.27 -0.35 0.17
O 3.79389 -0.23228 2.43034 -0.55 0.10 -0.06
H -2.04161 2.45300 0.66874 0.35 0.09 -0.24
H -0.52393 2.56195 0.45681 -0.17 -0.08 0.02
O -1.37135 2.79766 0.05820 -0.19 -0.01 0.21
H -6.54352 -0.38397 -2.37362 0.15 0.07 0.13
H -5.27429 0.30501 -1.84242 -0.17 -0.12 0.00
O -6.04910 -0.19998 -1.56548 0.03 0.04 -0.13
```
Positions in Å, forces in eV/Å.

Relative energy (zero: lowest compared OMol25 entry of this formula, charge and spin) in kcal/mol: 16.9
Spin multiplicity: 1
SMILES string: CCSC.O.O.O
Total charge: 0
HOMO energy in eV: -8.4

These are the Löwdin partial charges, in e, on atoms 1 to 4:
1 C -0.19
2 C -0.53
3 S 0.76
4 C -0.40

***

This record from the Open Molecules 2025 dataset describes 4 unconnected molecules or ions with the total composition C3H14O3S2 in a non-equilibrium geometry. The level of theory is ωB97M-V/def2-TZVPD.

Structure (XYZ):
```
22
Properties=species:S:1:pos:R:3:forces:R:3
C 0.95616 -1.57191 0.05838 -2.38 4.01 -0.85
C 1.25342 -1.57443 1.53293 -0.20 -2.11 1.53
C -0.01111 -2.78763 -0.37881 1.22 3.73 0.20
S -0.41126 -2.62658 -2.12342 -0.66 -0.06 0.18
S -2.02032 -1.40201 -2.28555 0.60 0.21 -0.38
H 1.81842 -1.39624 -0.61629 -0.47 -0.42 0.44
H 0.25137 -0.53618 -0.01129 1.79 -2.58 -0.47
H 1.94706 -2.42346 1.80184 -0.41 1.06 -0.12
H 1.55978 -0.63558 2.02599 0.23 -0.37 -0.83
H 0.30221 -1.83532 2.05587 0.55 0.15 -0.22
H -0.92906 -2.48283 0.16179 0.49 -1.58 0.04
H 0.67813 -3.60331 -0.23515 -0.85 -1.17 0.12
H -1.61099 -0.17524 -1.79555 0.01 -0.65 0.39
H -0.60050 3.84419 -0.76961 0.15 -1.07 1.26
H 0.36299 2.82400 -0.14842 1.58 -0.60 -0.37
O -0.48517 3.19964 -0.01598 -2.12 1.64 -1.02
H -2.82655 2.03113 0.04633 0.50 0.36 0.85
H -3.41229 0.57958 -0.12560 -0.15 0.07 0.75
O -3.20815 1.40673 -0.55231 -0.17 -0.61 -1.64
H 1.99430 3.83885 0.27330 0.38 -0.73 0.09
H 2.13991 2.41701 1.01186 0.50 1.84 -2.83
O 2.25163 2.90959 0.08967 -0.58 -1.12 2.90
```
Positions in Å, forces in eV/Å.

Relative energy (zero: lowest compared OMol25 entry of this formula, charge and spin) in kcal/mol: 33.1
Spin multiplicity: 2
<S²>: 0.75
Total charge: +1
HOMO energy (alpha / beta) in eV: -14.1 / -14.1

These are the Löwdin partial charges, in e, on atoms 1 to 4:
1 C -0.32
2 C -0.13
3 C -0.47
4 S 0.72

***

Please write out number 2 again, unchanged.
This record from the Open Molecules 2025 dataset describes a molecular structure, C3H14NOPSi2. The level of theory is ωB97M-V/def2-TZVPD.

Structure (XYZ):
```
22
Properties=species:S:1:pos:R:3:forces:R:3
C 0.67991 -3.20458 0.00206 0.03 0.10 -0.04
C 0.58386 -1.71692 0.35609 -0.06 -0.08 0.09
C 1.58195 -0.86507 -0.44932 0.05 -0.30 -0.01
Si 1.40857 0.97625 -0.27890 -0.05 0.21 0.01
O 0.42571 1.35491 1.01357 -0.02 0.04 -0.09
Si -0.74279 2.49989 1.05687 -0.06 0.03 0.02
P -2.33498 1.89694 -0.45884 0.05 0.02 0.16
N -2.53031 0.36012 -0.71938 0.07 0.00 -0.06
H 0.04510 -3.81843 0.64782 0.05 0.10 -0.07
H 1.71099 -3.56060 0.10202 -0.11 0.03 0.02
H 0.37015 -3.37448 -1.03479 0.04 0.02 0.12
H 0.76810 -1.57953 1.42842 -0.01 0.01 -0.15
H -0.44458 -1.37186 0.18522 0.27 -0.10 -0.02
H 2.60804 -1.13113 -0.15871 -0.16 -0.04 -0.06
H 1.48971 -1.11617 -1.51520 0.04 0.06 0.11
H 2.70946 1.64462 -0.05320 0.02 -0.06 -0.01
H 0.78141 1.61127 -1.47001 0.01 -0.07 0.01
H -0.20493 3.83907 0.71811 -0.06 -0.03 0.03
H -1.38859 2.50091 2.38002 0.04 0.01 0.03
H -3.47321 2.60013 0.00090 -0.06 0.03 0.03
H -2.10591 2.68095 -1.60804 0.04 -0.03 -0.09
H -1.93764 -0.22629 -0.14470 -0.12 0.06 -0.01
```
Positions in Å, forces in eV/Å.

Spin multiplicity: 1
Total charge: 0
HOMO energy in eV: -8.9

These are the Löwdin partial charges, in e, on atoms 1 to 4:
1 C -0.12
2 C -0.32
3 C -0.32
4 Si 0.52

***

- Which value of spin multiplicity does entry 4 give?
  1